Model a:
Here is one molecule with the formula C2H3NOS from the OMol25 dataset. Energies are from ωB97M-V/def2-TZVPD.

Values from the calculation:
Gap between HOMO and LUMO ... 9.7294 eV
HOMO level ... -9.09 eV
Net charge ... 0

Cartesian coordinates (Å):
1 C -0.33 -1.07 -0.64
2 N 0.78 -0.48 -0.96
3 O 0.88 0.75 -0.40
4 C 0.00 0.78 0.65
5 S -1.53 -0.04 0.28
6 H -0.35 -1.94 -1.27
7 H 0.13 1.90 0.83
8 H 0.42 0.10 1.52

---

Model b:
Here is one molecule with the formula C2H3NOS from the OMol25 dataset. Energies are from ωB97M-V/def2-TZVPD.

Values from the calculation:
Gap between HOMO and LUMO ... 10.2957 eV
HOMO level ... -10.00 eV
Net charge ... 0

Cartesian coordinates (Å):
1 C -0.24 -0.52 -0.25
2 C -2.37 0.74 0.29
3 N -1.39 0.23 -0.01
4 O 0.78 0.29 -0.75
5 S 2.20 0.40 0.12
6 H -0.62 -1.24 -1.02
7 H -0.14 -1.10 0.64
8 H 1.77 1.19 0.99

---

Model c:
Here is one molecule with the formula C2H3NOS from the OMol25 dataset. Energies are from ωB97M-V/def2-TZVPD.

Values from the calculation:
Gap between HOMO and LUMO ... 7.6143 eV
HOMO level ... -9.13 eV
Net charge ... 0

Cartesian coordinates (Å):
1 O 2.17 -0.75 -0.02
2 N 1.78 0.58 -0.18
3 C 0.55 0.83 0.17
4 C -0.45 -0.19 0.36
5 S -2.12 -0.12 -0.12
6 H 3.07 -0.75 -0.39
7 H 0.41 1.96 0.10
8 H 0.06 -1.13 0.51

---

Relative to the most stable one, in kJ/mol, the structures come out at model a 15.6; model b 0.0; model c 29.5.

---

Model a:
Here is a 2-piece molecular cluster, C2H7S2 overall from the OMol25 dataset. Energies are from ωB97M-V/def2-TZVPD.

Values from the calculation:
Gap between HOMO and LUMO ... 5.6877 eV
HOMO level ... -2.43 eV
Net charge ... -1

Cartesian coordinates (Å):
1 S -2.83 0.68 -2.18
2 H -3.56 -0.13 -1.53
3 C -0.39 -0.10 -0.56
4 S 0.33 -1.12 0.82
5 C 1.70 0.01 1.34
6 H 0.41 -0.18 -1.42
7 H -0.38 0.91 -0.21
8 H -1.36 -0.67 -0.61
9 H 2.13 -0.49 2.17
10 H 2.37 0.04 0.48
11 H 1.56 1.04 1.70

---

Model b:
Here is C2H7S2 as an isolated structure from the OMol25 dataset. Energies are from ωB97M-V/def2-TZVPD.

Values from the calculation:
Gap between HOMO and LUMO ... 6.7315 eV
HOMO level ... -2.85 eV
Net charge ... -1

Cartesian coordinates (Å):
1 C -1.53 1.29 0.99
2 S -1.63 0.46 -0.65
3 H -0.50 1.38 1.33
4 H -2.06 0.71 1.75
5 H -2.11 2.21 0.91
6 H -0.19 -0.47 -0.38
7 C 2.41 -0.12 -0.30
8 S 1.08 -1.17 0.27
9 H 2.40 0.84 0.23
10 H 2.26 0.18 -1.34
11 H 3.33 -0.66 -0.11

---

Relative to the most stable one, in kJ/mol, the structures come out at model a 64.3; model b 0.0.

---

Model a:
Here is a 2-piece molecular cluster, C5H8O5 overall from the OMol25 dataset. Energies are from ωB97M-V/def2-TZVPD.

Values from the calculation:
Gap between HOMO and LUMO ... 9.1594 eV
HOMO level ... -9.66 eV
Net charge ... 0

Cartesian coordinates (Å):
1 O -1.05 0.16 -2.60
2 C -1.29 -0.19 -1.43
3 O -0.68 -1.24 -0.94
4 C 0.14 -0.14 0.16
5 C 1.19 0.31 1.13
6 C 0.32 -0.86 1.48
7 O 0.96 -2.09 1.51
8 C -1.08 0.71 -0.19
9 O -2.14 0.68 0.71
10 H 1.06 1.25 1.68
11 H 2.23 0.07 0.91
12 H -0.45 -0.71 2.23
13 H 0.30 -2.79 1.41
14 H -0.79 1.73 -0.49
15 H -2.79 1.35 0.46
16 O 1.59 0.25 -1.79
17 H 0.67 0.34 -2.55
18 H 1.81 1.18 -1.70

---

Model b:
Here is a 2-piece molecular cluster, C5H8O5 overall from the OMol25 dataset. Energies are from ωB97M-V/def2-TZVPD.

Values from the calculation:
Gap between HOMO and LUMO ... 9.7587 eV
HOMO level ... -9.43 eV
Net charge ... 0

Cartesian coordinates (Å):
1 O 2.04 -0.69 0.15
2 C 1.01 -0.73 -0.77
3 C 0.16 -2.00 -0.69
4 O -1.07 -1.28 -0.29
5 C -0.28 0.03 -0.39
6 C -0.74 -0.24 0.99
7 O -1.86 1.16 -1.72
8 C -0.76 1.22 -1.20
9 O -0.15 2.28 -0.82
10 H 2.48 0.18 0.08
11 H 1.33 -0.47 -1.78
12 H -0.04 -2.50 -1.64
13 H 0.44 -2.71 0.10
14 H -1.76 0.09 1.24
15 H -0.12 -0.81 1.68
16 O 0.03 1.88 1.86
17 H 0.02 2.45 0.83
18 H -0.73 2.15 2.38

---

Relative to the most stable one, in kJ/mol, the structures come out at model a 170.1; model b 0.0.

---

Model a:
Here is C6H8KMgO6 as an isolated structure from the OMol25 dataset. Energies are from ωB97M-V/def2-TZVPD.

Values from the calculation:
Gap between HOMO and LUMO ... 7.5685 eV
HOMO level ... -12.42 eV
Net charge ... +1

Cartesian coordinates (Å):
1 O 2.52 0.00 0.80
2 C 1.74 0.97 0.41
3 C 2.71 -1.12 -0.08
4 O 1.45 1.89 1.22
5 O 1.28 0.97 -0.77
6 C 1.57 -2.10 0.11
7 H 3.65 -1.59 0.22
8 H 2.76 -0.80 -1.13
9 H 1.47 -2.38 1.17
10 H 1.78 -2.99 -0.50
11 O -1.59 -0.64 -0.15
12 C -0.63 -1.23 0.56
13 C -2.50 0.25 0.52
14 O 0.19 -1.71 -0.32
15 O -1.38 1.94 -0.77
16 C -2.63 1.49 -0.36
17 H -2.07 0.50 1.50
18 H -3.46 -0.25 0.65
19 H -3.19 2.25 0.21
20 H -3.24 1.24 -1.25
21 K -0.57 0.54 -2.01
22 Mg 0.14 2.77 -0.03

---

Model b:
Here is C6H8KMgO6 as an isolated structure from the OMol25 dataset. Energies are from ωB97M-V/def2-TZVPD.

Values from the calculation:
Gap between HOMO and LUMO ... 8.4200 eV
HOMO level ... -12.13 eV
Net charge ... +1

Cartesian coordinates (Å):
1 Mg 0.13 2.48 -0.19
2 O -1.74 2.03 0.34
3 O -1.84 -0.11 -0.21
4 C 2.31 0.69 -1.15
5 C 1.37 1.72 -1.73
6 O -2.08 0.52 1.98
7 C -1.94 0.90 0.83
8 H 2.84 0.08 -1.89
9 H 3.06 1.14 -0.48
10 H 0.82 1.28 -2.58
11 H 2.00 2.52 -2.15
12 K -0.42 0.32 3.72
13 O 0.88 1.06 1.20
14 O 1.64 -0.36 -0.36
15 C -1.96 -1.42 0.07
16 C -0.68 -2.19 0.18
17 O 0.35 -1.07 1.29
18 C 1.00 -0.10 0.73
19 H -2.91 -1.85 -0.28
20 H -0.82 -3.27 0.26
21 H -0.07 -2.13 -0.72
22 H -1.95 -2.24 1.11

---

Relative to the most stable one, in kJ/mol, the structures come out at model a 0.0; model b 120.4.

---

Model a:
Here is a 2-piece molecular cluster, CH5N2S overall from the OMol25 dataset. Energies are from ωB97M-V/def2-TZVPD.

Values from the calculation:
Gap between HOMO and LUMO ... 8.8608 eV
HOMO level ... -14.07 eV
Net charge ... +1

Cartesian coordinates (Å):
1 C -0.69 -0.63 0.09
2 N 1.37 -0.92 0.02
3 N -0.98 0.56 0.26
4 S 2.06 0.49 -0.05
5 H -1.22 -1.57 -0.05
6 H 1.15 -1.01 1.00
7 H -2.00 0.82 0.48
8 H -0.20 1.13 0.61
9 H 2.53 0.61 -1.42

---

Model b:
Here is an isolated ion of composition CH5N2S and charge +1 from the OMol25 dataset. Energies are from ωB97M-V/def2-TZVPD.

Values from the calculation:
Gap between HOMO and LUMO ... 9.3382 eV
HOMO level ... -14.33 eV
Net charge ... +1

Cartesian coordinates (Å):
1 N 0.77 1.48 -0.11
2 C -0.23 0.33 -0.02
3 N 0.10 -0.91 -0.14
4 S -0.88 -2.29 0.01
5 H 0.61 2.50 -0.36
6 H 1.72 1.32 0.19
7 H -1.23 0.60 -0.11
8 H 1.08 -1.27 -0.34
9 H -1.94 -1.75 0.87

---

Relative to the most stable one, in kJ/mol, the structures come out at model a 237.3; model b 0.0.